The following is a DFT calculation (the ωB97M-V functional and the def2-TZVPD basis) of C29H22BrN5O3SSr as an isolated structure.

```
62
Properties=species:S:1:pos:R:3:lowdin_charge:R:1
Sr 0.0476 -0.1163 -0.5504 1.48
Br 1.4610 -6.6899 3.7979 0.61
C 0.8797 -5.2517 2.6789 -0.72
C -0.2562 -5.4040 1.8671 -0.16
C -0.6817 -4.3747 1.0696 -0.02
C 0.0143 -3.1201 0.9977 -0.38
O -0.4034 -2.1749 0.2741 -0.22
C 1.1663 -2.9938 1.8495 -0.11
C 1.9769 -1.7721 2.0025 -0.09
N 2.0054 -0.7505 1.2392 0.08
C 2.9450 0.3054 1.5511 -0.16
C 4.0762 0.1048 2.2840 -0.04
C 4.9752 1.1630 2.5768 -0.09
C 4.7467 2.4099 2.0929 -0.06
C 3.6221 2.6482 1.2595 -0.15
C 3.4000 3.9081 0.6433 -0.03
C 2.3751 4.0652 -0.2222 -0.04
C 1.5210 2.9581 -0.4726 -0.11
N 1.6618 1.8050 0.1193 0.05
C 2.7196 1.6135 0.9751 -0.13
C 1.5550 -4.0586 2.6745 -0.13
H -0.8071 -6.3378 1.8854 0.09
H -1.5664 -4.4731 0.4523 0.11
H 2.6107 -1.7968 2.8955 0.10
H 4.3075 -0.8927 2.6324 0.10
H 5.8535 0.9547 3.1760 0.09
H 5.4326 3.2245 2.2987 0.10
H 4.0846 4.7229 0.8555 0.11
H 2.1952 4.9997 -0.7360 0.10
H 0.7039 3.0440 -1.1824 0.11
H 2.4177 -3.9251 3.3192 0.10
C -0.8665 -0.5723 -4.8575 -0.05
C -1.1973 0.0204 -3.4982 -0.53
O -1.0469 -0.7324 -2.4934 -0.24
C -1.6423 1.3506 -3.4530 -0.07
C -1.8610 2.1486 -2.2576 -0.38
C -2.4623 3.5221 -2.4328 -0.07
N -1.5194 1.7242 -1.0806 -0.09
N -1.6502 2.6358 0.0089 0.03
C -1.2776 2.0675 1.1323 -0.55
O -0.9564 0.8532 1.3647 -0.22
C -1.1692 3.0439 2.2958 -0.14
C -0.6962 2.5677 3.5112 -0.03
C -0.5390 3.4264 4.5994 -0.11
C -0.8595 4.7709 4.4807 -0.13
C -1.3363 5.2528 3.2623 -0.11
C -1.4857 4.3968 2.1794 -0.05
H -0.6509 -1.6330 -4.7348 0.07
H 0.0141 -0.0862 -5.2854 0.07
H -1.6952 -0.4441 -5.5615 0.06
H -1.8037 1.8500 -4.4018 0.07
H -3.1253 3.5337 -3.3004 0.06
H -1.6730 4.2629 -2.6068 0.07
H -2.9932 3.8296 -1.5356 0.05
H -0.4509 1.5138 3.5667 0.11
H -0.1598 3.0422 5.5403 0.09
H -0.7352 5.4423 5.3235 0.08
H -1.5845 6.3033 3.1555 0.08
H -1.8401 4.7483 1.2184 0.10
S 4.1734 1.4036 -3.3246 0.25
C 2.9325 0.4907 -2.6096 -0.97
N 2.0639 -0.1108 -2.1175 -0.05
```

Results
- DFT total energy: -125742.314 eV
- Molecular weight: 688.12 g/mol
- Total charge: -2
- Strongest force on any atom: 1.7 eV Å⁻¹